C3H24B3CrO3 as an isolated structure, computed with wB97M-V/def2-TZVPD.

```
34
Properties=species:S:1:pos:R:3
Cr -0.51 -0.48 -0.28
B -2.59 -0.07 -0.68
H -2.54 -0.23 0.47
H -3.63 0.32 -0.99
H -1.89 0.75 -1.05
H -2.38 -0.98 -1.36
B -0.57 -2.62 -0.07
H 0.39 -2.18 0.35
H -0.70 -2.29 -1.16
H -0.57 -3.77 -0.09
H -1.48 -2.19 0.43
B 0.44 -0.24 -2.25
H 1.19 -0.04 -3.10
H -0.31 -1.06 -2.58
H 1.02 -0.76 -1.42
H -0.13 0.70 -1.98
C 3.09 0.54 -0.18
O 1.98 -0.14 0.45
H 3.90 -0.09 -0.55
H 2.69 1.07 -1.05
H 3.42 1.29 0.54
H 2.36 -0.87 0.94
C 0.10 -0.55 3.01
O -0.77 -0.40 1.86
H -0.41 -0.15 3.88
H 0.39 -1.57 3.24
H 1.01 0.03 2.86
H -1.58 -0.12 2.28
C -0.46 2.84 -0.55
O -0.19 1.68 0.26
H -1.37 3.34 -0.20
H 0.34 3.56 -0.39
H -0.59 2.65 -1.61
H 0.32 2.03 0.99
```

Multiplicity ... 4
HOMO (spin up / spin down) ... -9.4 / -9.6 eV
Orbital gap (spin up / spin down) ... 8.3 / 9.4 eV
ΔE to the lowest compared entry with this formula, charge and spin ... 144.7 kJ/mol
Total energy ... -40085.5618 eV

Löwdin atomic charge list, values in e, 8 entries: 0.770, -0.355, 0.005, 0.032, -0.026, 0.026, -0.358, -0.008



A 9-piece molecular cluster, C3H24N2O9 overall, computed with wB97M-V/def2-TZVPD.

```
38
Properties=species:S:1:pos:R:3
C 0.24 -1.27 -0.36
N 0.70 0.11 -0.15
C -0.06 1.22 -0.05
N -1.46 1.08 -0.13
O 0.43 2.34 0.08
C 0.76 -1.82 -1.68
H -0.84 -1.38 -0.34
H 0.60 -1.87 0.49
H 1.71 0.21 -0.15
H -1.97 1.93 0.03
H -1.85 0.28 0.37
H 1.82 -1.66 -1.87
H 0.18 -1.42 -2.51
H 0.66 -2.92 -1.73
H 1.97 2.51 1.39
H 1.96 1.46 2.51
O 2.57 2.02 1.97
H -2.73 -1.42 0.58
H -3.17 -0.86 1.96
O -2.41 -0.95 1.38
H 0.64 -0.47 3.37
H 0.07 0.57 2.39
O 0.65 0.48 3.16
H -0.84 -1.29 2.15
H -0.18 -2.02 3.37
O 0.01 -1.45 2.61
H -1.74 0.35 -1.93
H -2.63 0.36 -3.21
O -2.03 -0.20 -2.69
H 1.15 0.95 -2.71
H -0.04 0.43 -3.42
O 0.80 0.87 -3.60
H -2.94 -2.82 -1.30
H -2.82 -1.35 -1.68
O -3.18 -1.94 -0.99
H 3.28 1.05 0.85
H 4.06 -0.26 0.61
O 3.51 0.38 0.15
```

HOMO ... -9.6 eV
Orbital gap ... 9.5 eV
ΔE to the lowest compared entry with this formula, charge and spin ... 6.5 kJ/mol
SMILES ... CCNC(N)=O.O.O.O.O.O.O.O.O
Total energy ... -24909.1464 eV

Löwdin atomic charge list, values in e, 8 entries: -0.232, 0.095, -0.604, 0.142, 0.030, -0.072, 0.072, 0.107



A 9-piece molecular cluster, C3H24NO9S2 overall, computed with wB97M-V/def2-TZVPD.

```
39
Properties=species:S:1:pos:R:3
N -0.81 -0.51 -1.00
C -0.25 -0.65 0.40
C 1.28 -0.95 0.11
O 1.77 -0.43 -0.88
C -0.90 -1.68 1.29
S -0.75 -1.67 3.07
S 1.17 -1.51 3.54
H -0.75 -1.35 -1.48
H -1.95 -0.26 -1.06
H -0.23 0.19 -1.50
H -0.36 0.35 0.95
H 1.84 -1.67 0.64
H -2.05 -1.65 1.21
H -0.68 -2.71 0.87
H 1.64 -2.63 3.94
H 1.00 3.86 1.58
H 0.87 2.31 1.28
O 0.53 3.16 1.01
H -1.51 -3.21 -3.37
H -2.62 -3.37 -2.27
O -1.82 -2.92 -2.49
H -1.39 3.16 1.09
H -2.82 3.53 1.25
O -2.22 2.81 1.32
H -4.23 0.78 0.32
H -2.97 1.58 0.45
O -3.29 0.74 0.04
H 2.40 1.25 0.49
H 2.34 0.99 1.95
O 1.84 1.00 1.21
H 0.20 -3.78 -1.57
H 1.52 -3.80 -0.95
O 0.76 -3.35 -0.99
H 3.35 3.07 -1.43
H 2.46 3.28 -0.37
O 2.75 2.54 -0.87
H 1.52 1.46 -1.90
H 1.35 0.69 -3.25
O 1.02 1.31 -2.66
```

HOMO ... -11.9 eV
Total charge ... +1
Orbital gap ... 9.4 eV
ΔE to the lowest compared entry with this formula, charge and spin ... 253.4 kJ/mol
Total energy ... -45081.7295 eV

Löwdin atomic charge list, values in e, 8 entries: 0.210, -0.289, -0.212, 0.011, -0.562, 0.495, 0.381, 0.066



A 9-piece molecular cluster, C3H25N2O9S overall, computed with wB97M-V/def2-TZVPD.

```
40
Properties=species:S:1:pos:R:3
N -2.70 -1.30 -0.62
C -1.54 -1.30 0.29
C -1.32 0.10 0.80
S -2.70 0.57 1.94
C -0.38 -2.03 -0.54
N 0.86 -1.90 -0.07
O -0.77 -2.64 -1.51
H -3.02 -2.17 -1.03
H -3.51 -0.88 -0.16
H -2.52 -0.59 -1.37
H -1.72 -1.95 1.15
H -0.37 0.23 1.29
H -1.26 0.79 -0.06
H -2.79 1.93 1.87
H 1.46 -2.64 -0.41
H 1.13 -1.44 0.78
H 1.40 1.80 -0.76
H 1.24 0.34 -1.10
O 0.88 1.20 -1.32
H -1.39 -0.67 3.62
H -0.07 -1.23 4.12
O -0.86 -1.49 3.62
H 4.83 1.79 0.66
H 4.88 1.03 -0.66
O 5.10 0.97 0.26
H -2.78 -2.13 -3.88
H -3.56 -0.88 -3.71
O -3.25 -1.64 -3.21
H 1.64 2.07 2.87
H 1.16 1.29 3.93
O 1.24 1.18 2.97
H 3.84 -0.62 -1.64
H 2.79 -1.39 -2.48
O 3.06 -1.18 -1.60
H -2.13 1.47 -2.77
H -0.87 1.05 -2.12
O -1.74 0.70 -2.36
H 2.58 3.91 1.42
H 1.36 4.21 0.70
O 1.79 3.43 1.12
```

HOMO ... -12.7 eV
Total charge ... +1
Orbital gap ... 10.1 eV
ΔE to the lowest compared entry with this formula, charge and spin ... 0.0 kJ/mol
Total energy ... -35754.7190 eV

Löwdin atomic charge list, values in e, 8 entries: 0.161, -0.274, -0.487, 0.794, -0.472, 0.201, 0.093, 0.152